# 1
{"formula": "C15H21F6O25PS5", "method": "ωB97M-V with the def2-TZVPD basis set", "symbols": ["O", "C", "O", "C", "F", "F", "C", "F", "F", "C", "F", "F", "C", "O", "C", "P", "O", "O", "C", "O", "S", "O", "O", "O", "H", "H", "H", "H", "H", "C", "C", "O", "S", "O", "O", "O", "H", "H", "H", "H", "C", "C", "O", "S", "O", "O", "O", "H", "H", "H", "H", "C", "C", "O", "S", "O", "O", "O", "H", "H", "H", "H", "C", "C", "O", "S", "O", "O", "O", "H", "H", "H", "H"], "positions_angstrom": [[-1.39, 0.92, -1.10], [-1.39, 0.18, -2.12], [-1.71, 0.71, -3.39], [-0.96, -1.38, -1.88], [-1.77, -2.16, -2.76], [-1.18, -1.63, -0.50], [0.56, -1.51, -2.37], [1.09, -0.17, -2.38], [0.56, -1.93, -3.72], [1.53, -2.35, -1.40], [1.67, -1.56, -0.21], [2.85, -2.38, -1.97], [0.99, -3.80, -0.97], [0.92, -4.02, 0.28], [0.47, -4.98, -1.92], [1.00, -5.10, -3.75], [-0.20, -4.54, -4.84], [2.54, -4.44, -4.05], [1.25, -6.28, -1.28], [0.56, -6.96, -0.19], [-1.06, -6.75, -0.70], [-1.80, -6.68, 0.60], [-1.30, -7.99, -1.55], [-0.92, -5.31, -1.60], [-0.84, 1.06, -3.75], [-1.08, -4.71, -4.41], [2.58, -4.13, -4.99], [1.34, -7.07, -2.12], [2.36, -6.04, -1.04], [4.15, -9.28, 2.65], [3.88, -10.18, 1.46], [2.91, -9.49, 0.67], [3.14, -7.89, 0.83], [3.92, -7.44, -0.29], [1.90, -7.29, 1.22], [4.12, -7.95, 2.13], [3.35, -9.36, 3.40], [5.11, -9.48, 3.12], [3.51, -11.16, 1.75], [4.78, -10.30, 0.85], [-1.65, 3.10, 2.10], [-1.73, 3.67, 0.70], [-2.44, 4.91, 0.84], [-2.09, 5.55, 2.29], [-1.06, 6.52, 2.11], [-3.32, 5.84, 2.96], [-1.43, 4.23, 2.95], [-2.59, 2.63, 2.39], [-0.84, 2.38, 2.21], [-2.26, 3.01, 0.01], [-0.74, 3.89, 0.30], [-2.11, 8.27, 5.12], [-1.16, 9.46, 5.04], [-1.16, 10.02, 6.36], [-1.37, 8.82, 7.44], [-0.08, 8.44, 7.94], [-2.46, 9.18, 8.30], [-1.87, 7.68, 6.40], [-3.15, 8.59, 5.08], [-1.92, 7.55, 4.33], [-1.49, 10.20, 4.31], [-0.14, 9.14, 4.81], [-1.84, 5.95, -3.86], [-0.43, 6.04, -4.41], [0.34, 5.14, -3.62], [-0.60, 3.90, -3.16], [-0.37, 2.81, -4.06], [-0.51, 3.77, -1.74], [-2.03, 4.57, -3.54], [-1.95, 6.53, -2.94], [-2.59, 6.27, -4.58], [-0.03, 7.06, -4.35], [-0.39, 5.70, -5.45]], "lowdin_charge": [0.11, -0.27, 0.05, -0.20, 0.07, 0.11, -0.19, 0.07, 0.08, -0.20, 0.07, 0.06, -0.14, 0.14, -0.43, 1.00, -0.30, -0.28, -0.21, -0.28, 0.85, -0.25, -0.28, -0.21, 0.10, 0.07, 0.08, 0.12, 0.14, -0.17, -0.17, -0.18, 0.69, -0.23, -0.21, -0.18, 0.13, 0.14, 0.14, 0.13, -0.15, -0.19, -0.19, 0.64, -0.24, -0.23, -0.19, 0.14, 0.14, 0.12, 0.11, -0.17, -0.17, -0.20, 0.65, -0.23, -0.23, -0.19, 0.14, 0.10, 0.14, 0.13, -0.16, -0.17, -0.18, 0.70, -0.23, -0.22, -0.17, 0.14, 0.14, 0.14, 0.13], "gap_ev": 7.22, "e_lumo_ev": -1.5, "charge": 0, "energy_ha": -5396.32233}

# 2
{"formula": "C19H21F5NO12S2", "method": "ωB97M-V with the def2-TZVPD basis set", "symbols": ["C", "C", "C", "C", "F", "C", "N", "S", "C", "C", "S", "H", "H", "H", "H", "H", "H", "H", "H", "H", "C", "C", "O", "C", "O", "O", "F", "H", "H", "H", "C", "C", "O", "C", "O", "O", "F", "H", "H", "H", "C", "C", "O", "C", "O", "O", "F", "H", "H", "H", "C", "C", "O", "C", "O", "O", "F", "H", "H", "H"], "positions_angstrom": [[1.45, -1.03, 1.45], [0.51, 0.01, 0.78], [-0.88, -0.51, 0.87], [-1.24, -1.54, 0.00], [-0.35, -1.96, -0.88], [-2.49, -2.11, 0.03], [-3.40, -1.65, 0.91], [-4.99, -2.35, 0.97], [-3.10, -0.65, 1.76], [-1.85, -0.05, 1.77], [-1.47, 1.19, 2.97], [1.74, -1.77, 0.71], [2.31, -0.55, 1.90], [0.91, -1.55, 2.23], [0.77, 0.15, -0.26], [0.58, 0.97, 1.26], [-2.76, -2.90, -0.64], [-4.67, -3.41, 1.73], [-3.86, -0.32, 2.44], [-2.01, 2.27, 2.39], [-3.69, 3.35, 6.98], [-2.36, 3.33, 7.70], [-1.45, 3.05, 6.64], [-2.00, 3.51, 5.49], [-1.41, 3.66, 4.47], [-3.31, 3.79, 5.67], [-2.29, 2.34, 8.62], [-4.12, 2.35, 6.91], [-4.41, 4.03, 7.42], [-2.08, 4.27, 8.17], [1.72, -3.98, -2.15], [2.06, -5.38, -1.69], [2.16, -6.09, -2.91], [2.54, -5.19, -3.88], [2.95, -5.48, -4.94], [2.37, -3.92, -3.42], [1.06, -5.92, -0.94], [0.64, -3.86, -2.29], [2.09, -3.21, -1.49], [2.99, -5.47, -1.14], [-0.44, 2.15, -2.26], [-0.28, 3.29, -3.23], [0.44, 4.24, -2.45], [1.17, 3.56, -1.53], [2.05, 4.00, -0.87], [0.73, 2.27, -1.44], [-1.48, 3.82, -3.57], [-1.33, 2.28, -1.64], [-0.48, 1.17, -2.74], [0.29, 3.05, -4.13], [3.50, -0.57, -4.47], [3.37, 0.33, -3.27], [2.83, 1.52, -3.82], [2.13, 1.16, -4.94], [1.36, 1.87, -5.50], [2.42, -0.10, -5.30], [4.57, 0.61, -2.70], [4.44, -0.41, -4.99], [3.38, -1.63, -4.25], [2.69, -0.04, -2.49]], "lowdin_charge": [-0.03, -0.18, -0.14, -0.19, 0.12, 0.01, -0.41, 0.94, -0.10, -0.48, 0.92, 0.06, 0.09, 0.09, 0.10, 0.09, 0.15, -0.08, 0.12, -0.06, -0.04, -0.30, 0.14, -0.57, 0.10, 0.08, 0.09, 0.14, 0.14, 0.18, -0.07, -0.31, 0.14, -0.53, 0.21, 0.05, 0.07, 0.13, 0.12, 0.18, -0.06, -0.29, 0.15, -0.54, 0.20, 0.02, 0.08, 0.14, 0.14, 0.14, -0.03, -0.31, 0.13, -0.54, 0.17, 0.09, 0.09, 0.15, 0.13, 0.16], "gap_ev": 8.50, "e_lumo_ev": -4.8, "charge": 1, "energy_ha": -2989.72773}

Number 1: HOMO level -8.740 eV. Number 2: HOMO level -13.269 eV.